The following is a quantum chemistry calculation of a structure of composition C2H4S2 in a non-equilibrium geometry, from the Open Molecules 2025 dataset.

```
8
Properties=species:S:1:pos:R:3:forces:R:3
C 1.66311 0.03964 1.49695 -1.95 -2.43 -1.77
C -1.25601 -0.09793 -1.38648 0.54 -4.27 3.47
S 0.17540 0.53000 0.28013 -0.35 -0.05 -0.24
S 1.52941 0.87367 2.80514 0.49 1.00 0.90
H 2.22913 -0.92457 1.40177 -0.34 1.24 -0.50
H -0.88155 -0.87528 -2.04455 0.19 0.34 0.01
H -1.24313 0.85083 -1.66955 0.11 3.88 -1.65
H -2.21635 -0.39636 -0.88340 1.30 0.29 -0.22
```
Forces are in eV/Å.

Calculated values
Strongest force on any atom ... 0.1075 Eh/bohr
Gap between HOMO and LUMO ... 7.62 eV
2S+1 ... 1
Electronic energy ... -874.83698 a.u.